Entry 1:
This record from the OMol25 dataset describes a single C4H5NO2 molecule in a non-equilibrium geometry. The level of theory is ωB97M-V/def2-TZVPD.

XYZ file:
```
12
Properties=species:S:1:pos:R:3:lowdin_charge:R:1
O -1.44 0.73 -1.33 0.08
C -0.36 1.04 -0.90 -0.21
C -0.14 1.07 0.85 -0.49
O -0.11 2.26 1.04 0.14
N -0.17 -0.02 1.50 0.08
C 0.75 -0.74 -0.42 0.10
C -0.17 -1.15 0.66 -0.28
H 0.27 1.82 -1.36 0.13
H 1.78 -0.56 -0.13 0.11
H 0.58 -1.01 -1.45 0.09
H -1.16 -1.40 0.27 0.12
H 0.18 -2.01 1.23 0.13
```

Properties
* HOMO energy (spin up / spin down): -9.269 / -9.268 eV
* energy above the lowest of the compared OMol25 structures with the same formula, charge and spin: 453.0 kJ/mol
* gap between HOMO and LUMO (spin up / spin down): 7.23 / 7.22 eV



Entry 2:
This record from the OMol25 dataset describes a single C14H17BN2O4 molecule in a non-equilibrium geometry. The level of theory is ωB97M-V/def2-TZVPD.

XYZ file:
```
38
Properties=species:S:1:pos:R:3:lowdin_charge:R:1
O -2.77 0.25 -1.49 0.07
O 1.75 1.37 0.06 0.06
O 4.43 0.42 -0.33 0.16
O 5.00 -1.76 -0.93 0.12
B 3.99 -0.82 -0.71 -0.57
C -2.29 0.90 -0.55 -0.37
C 1.19 0.78 -0.83 -0.36
C -4.55 1.05 2.42 -0.09
C -3.61 1.52 3.33 -0.09
C -4.25 0.84 1.12 0.00
C -2.35 1.80 2.94 -0.02
C -2.97 1.19 0.70 -0.10
C -2.02 1.62 1.60 -0.13
N -1.07 1.54 -0.42 -0.02
N 1.53 -0.57 -1.22 0.00
C -0.08 1.29 -1.44 -0.05
C -0.81 2.02 0.86 -0.11
C 0.47 -1.51 -1.82 -0.11
C 1.24 -2.84 -1.83 -0.15
C 2.38 -2.82 -0.76 -0.12
C 2.49 -1.33 -0.41 -0.18
H 3.62 0.94 -0.12 0.07
H 5.72 -1.79 -0.28 0.12
H -5.57 0.98 2.79 0.11
H -3.98 1.86 4.29 0.11
H -4.99 0.57 0.30 0.15
H -1.60 2.23 3.55 0.11
H 0.11 2.16 -2.05 0.14
H -0.50 0.57 -2.15 0.10
H -0.69 3.07 0.79 0.14
H 0.09 1.62 1.34 0.14
H -0.42 -1.54 -1.14 0.13
H 0.33 -1.20 -2.89 0.13
H 0.61 -3.71 -1.57 0.11
H 1.57 -3.00 -2.87 0.11
H 3.42 -3.08 -1.12 0.11
H 2.25 -3.48 0.12 0.12
H 2.34 -1.14 0.68 0.16
```

Properties
* SMILES string: O=C1c2ccccc2CN1CC(=O)N1CCC[C@H]1B(O)O
* HOMO energy: -9.199 eV
* energy above the lowest of the compared OMol25 structures with the same formula, charge and spin: 85.9 kJ/mol
* gap between HOMO and LUMO: 9.66 eV



Entry 3:
This record from the OMol25 dataset describes a molecular structure, C48H89BBr20I2NO6 in a non-equilibrium geometry. The level of theory is ωB97M-V/def2-TZVPD.

XYZ file:
```
167
Properties=species:S:1:pos:R:3:lowdin_charge:R:1
C -2.38 1.68 1.30 -0.11
C -0.88 1.84 0.77 -0.23
O -0.19 3.03 1.21 -0.05
C -0.29 3.22 2.61 -0.37
O -0.62 4.38 3.01 0.06
C 0.03 2.12 3.72 -0.08
C 1.63 1.93 3.96 -0.14
C 2.16 1.03 2.74 -0.18
C 3.29 -0.04 3.16 -0.21
C 2.66 -1.54 3.41 -0.16
C 1.34 -1.38 4.29 -0.14
C 0.77 -2.74 4.91 -0.15
C -0.70 -2.39 5.48 -0.07
C -1.84 -2.67 4.39 -0.39
O -1.74 -3.58 3.53 0.03
O -3.02 -1.90 4.38 0.04
C 2.53 -2.04 1.87 -0.06
B 1.09 -2.59 1.38 -0.51
O -0.18 -1.95 1.55 0.12
O 1.08 -3.85 0.65 -0.06
C 1.14 -4.97 1.58 -0.07
N 3.37 -1.17 0.97 -0.04
C 2.75 -0.43 -0.17 -0.10
C 2.65 -1.30 -1.52 -0.11
C 1.70 -0.60 -2.64 -0.32
C 1.62 1.00 -2.52 -0.10
C 0.24 -1.29 -2.73 -0.16
C 0.31 -2.77 -3.38 -0.19
C -0.77 -3.65 -2.56 -0.12
C -0.50 -4.94 -2.06 -0.30
C 0.86 -5.72 -2.36 -0.07
C -1.59 -5.71 -1.17 -0.08
C 4.28 -0.46 1.93 -0.26
C 5.35 0.59 1.43 -0.61
I 5.41 2.52 2.49 0.84
C 6.29 0.42 0.40 -0.73
C 6.34 -0.95 -0.41 -0.12
I 7.72 2.02 -0.06 0.77
H -2.46 1.59 2.44 0.08
H -3.07 2.50 0.90 0.06
H -2.78 0.69 0.87 0.06
H -0.31 0.87 0.99 0.09
H -0.95 1.91 -0.38 0.13
H -0.43 2.37 4.73 0.08
H -0.42 1.12 3.38 0.10
H 2.18 2.94 3.88 0.12
H 1.87 1.51 4.99 0.11
H 1.29 0.47 2.26 0.08
H 2.57 1.74 1.95 0.09
H 3.81 0.17 4.16 0.08
H 3.54 -2.08 3.91 0.15
H 0.48 -0.85 3.77 0.10
H 1.62 -0.71 5.18 0.13
H 1.36 -3.13 5.80 0.12
H 0.71 -3.57 4.14 0.09
H -0.75 -1.26 5.71 0.12
H -0.95 -2.96 6.43 0.13
H -3.34 -1.88 3.44 0.12
H 3.16 -3.00 1.91 0.17
H -0.59 -1.93 0.65 0.12
H 0.07 -5.36 1.74 0.12
H 1.63 -4.69 2.57 0.09
H 1.73 -5.85 1.16 0.11
H 3.96 -1.87 0.48 0.17
H 3.36 0.50 -0.47 0.15
H 1.70 -0.01 0.06 0.13
H 2.18 -2.34 -1.34 0.12
H 3.65 -1.49 -2.03 0.11
H 2.20 -0.82 -3.66 0.15
H 1.25 1.39 -1.52 0.07
H 0.85 1.34 -3.30 -0.03
H 2.62 1.43 -2.85 0.09
H -0.31 -1.25 -1.74 0.10
H -0.35 -0.65 -3.49 0.10
H 1.37 -3.19 -3.30 0.10
H -0.04 -2.77 -4.48 0.03
H -1.77 -3.14 -2.38 0.12
H 1.76 -5.02 -2.25 0.07
H 0.83 -6.21 -3.39 0.09
H 0.94 -6.56 -1.59 0.07
H -2.11 -6.50 -1.84 0.09
H -2.34 -5.02 -0.68 0.08
H -1.01 -6.31 -0.38 0.06
H 4.91 -1.30 2.36 0.08
H 6.36 -1.89 0.24 0.09
H 7.33 -0.94 -1.00 0.08
H 5.51 -0.92 -1.19 0.06
Br -0.77 -1.04 -6.97 0.64
C -1.47 -2.49 -8.06 -0.68
C -2.49 -3.30 -7.30 -0.77
Br -1.62 -4.49 -6.02 0.67
H -0.62 -3.07 -8.41 0.06
H -1.94 -2.00 -8.92 0.03
H -3.04 -3.95 -7.96 0.03
H -3.18 -2.68 -6.73 -0.04
Br -5.61 -3.48 -6.52 0.69
C -6.75 -2.16 -7.39 -0.66
C -6.59 -2.21 -8.89 -0.67
Br -4.93 -1.34 -9.44 0.65
H -6.51 -1.19 -6.96 0.06
H -7.77 -2.44 -7.11 0.06
H -7.38 -1.64 -9.38 0.06
H -6.56 -3.22 -9.29 0.05
Br -5.81 0.60 1.54 0.63
C -6.93 1.91 0.62 -0.68
C -6.73 1.85 -0.87 -0.69
Br -5.06 2.70 -1.41 0.62
H -6.69 2.88 1.05 0.06
H -7.95 1.65 0.89 0.06
H -7.51 2.41 -1.38 0.06
H -6.71 0.83 -1.26 0.05
Br -5.73 -8.99 -5.09 0.60
C -6.88 -7.68 -5.97 -0.70
C -6.71 -7.72 -7.47 -0.69
Br -5.06 -6.85 -8.02 0.58
H -6.63 -6.70 -5.54 0.04
H -7.89 -7.95 -5.69 0.06
H -7.51 -7.16 -7.96 0.06
H -6.69 -8.73 -7.87 0.05
Br -0.66 2.63 -4.83 0.67
C 0.27 2.91 -6.52 -0.67
C -0.26 4.12 -7.25 -0.71
Br -1.97 3.73 -8.10 0.61
H 0.18 1.99 -7.09 0.02
H 1.32 3.06 -6.24 0.06
H 0.41 4.41 -8.06 0.03
H -0.42 4.98 -6.60 0.05
Br -1.91 4.29 6.47 0.61
C -1.76 6.12 5.81 -0.68
C -2.29 7.11 6.82 -0.69
Br -4.23 7.14 6.84 0.60
H -2.29 6.15 4.85 0.05
H -0.70 6.27 5.64 0.06
H -1.99 8.12 6.54 0.06
H -1.96 6.90 7.83 0.05
Br -3.22 1.07 8.01 0.57
C -3.74 1.91 9.68 -0.69
C -5.20 2.30 9.67 -0.69
Br -5.49 3.91 8.62 0.59
H -3.07 2.75 9.84 0.05
H -3.55 1.16 10.45 0.06
H -5.54 2.55 10.68 0.06
H -5.84 1.52 9.26 0.05
Br 5.57 0.84 6.27 0.62
C 7.37 0.09 6.22 -0.67
C 7.83 -0.14 4.81 -0.67
Br 7.00 -1.74 4.05 0.67
H 7.35 -0.81 6.83 0.06
H 8.00 0.84 6.71 0.04
H 8.90 -0.33 4.78 0.07
H 7.59 0.69 4.13 0.02
Br -1.55 8.49 -8.58 0.61
C 0.24 7.73 -8.65 -0.69
C 0.68 7.49 -10.07 -0.68
Br -0.17 5.90 -10.82 0.61
H 0.22 6.82 -8.05 0.02
H 0.88 8.47 -8.17 0.06
H 1.75 7.28 -10.11 0.06
H 0.45 8.31 -10.74 0.05
Br 8.85 3.77 5.51 0.61
C 8.32 4.57 7.21 -0.68
C 6.86 4.94 7.21 -0.70
Br 6.54 6.57 6.19 0.61
H 8.98 5.42 7.38 0.05
H 8.52 3.81 7.96 0.06
H 6.52 5.17 8.22 0.06
H 6.22 4.17 6.78 0.03
```

Properties
* HOMO energy: -10.191 eV
* charge: +1
* gap between HOMO and LUMO: 7.61 eV



Entry 4:
This record from the OMol25 dataset describes a molecular structure, C42H46FN6NaO12S2 in a non-equilibrium geometry. The level of theory is ωB97M-V/def2-TZVPD.

XYZ file:
```
110
Properties=species:S:1:pos:R:3:lowdin_charge:R:1
Na 0.05 1.55 -1.02 0.29
O 0.51 2.33 1.34 -0.51
S 0.30 3.68 1.93 1.02
C 1.73 4.70 1.40 -0.29
C 3.09 4.40 2.03 -0.22
C 3.59 2.97 1.77 -0.24
C 4.34 2.80 0.45 -0.31
S 3.86 1.25 -0.38 1.00
O 2.38 1.30 -0.35 -0.49
C 4.30 0.12 0.94 -0.40
C 3.26 -0.49 1.62 -0.07
C 3.56 -1.45 2.59 -0.05
C 4.88 -1.77 2.86 -0.09
C 5.91 -1.14 2.17 -0.09
C 5.63 -0.20 1.19 -0.09
C 0.71 3.56 3.68 -0.39
C 1.19 2.37 4.18 -0.07
C 1.42 2.25 5.55 -0.07
C 1.17 3.32 6.39 -0.10
C 0.67 4.51 5.88 -0.09
C 0.43 4.63 4.51 -0.09
H 1.42 5.73 1.58 0.09
H 1.71 4.52 0.32 0.10
H 3.03 4.58 3.10 0.10
H 3.81 5.12 1.63 0.11
H 2.73 2.30 1.75 0.06
H 4.23 2.64 2.59 0.12
H 5.43 2.81 0.56 0.09
H 4.06 3.55 -0.29 0.09
H 2.24 -0.25 1.35 0.12
H 2.75 -1.96 3.09 0.11
H 5.11 -2.53 3.60 0.10
H 6.94 -1.41 2.38 0.10
H 6.43 0.26 0.63 0.11
H 1.38 1.54 3.50 0.10
H 1.80 1.31 5.95 0.11
H 1.34 3.22 7.46 0.10
H 0.47 5.34 6.54 0.10
H 0.02 5.55 4.11 0.11
O 0.21 3.03 -3.66 -0.01
C -0.79 2.99 -2.91 -0.68
O -0.85 3.37 -1.71 -0.07
C -2.04 2.35 -3.45 -0.06
C -2.65 2.82 -4.56 0.04
C -3.82 2.21 -5.06 -0.18
C -4.33 1.09 -4.44 0.05
C -3.70 0.57 -3.34 -0.07
C -2.51 1.15 -2.74 -0.31
O -1.93 0.74 -1.72 -0.01
N -4.29 -0.66 -2.80 -0.35
O -3.56 -1.49 -2.31 0.09
O -5.51 -0.80 -2.89 0.02
N -4.46 2.72 -6.24 -0.38
O -5.45 2.14 -6.69 0.00
O -3.98 3.71 -6.78 0.01
H -2.25 3.69 -5.08 0.12
H -5.22 0.61 -4.82 0.12
C -0.21 -0.27 -4.71 -0.02
N 0.81 -1.29 -4.42 -0.11
C 0.95 -2.37 -5.36 -0.08
C 1.30 -1.19 -3.13 -0.44
O 0.92 -0.23 -2.47 0.04
N 2.11 -2.16 -2.55 -0.10
C 2.49 -1.95 -1.17 -0.07
C 2.94 -3.19 -3.13 -0.07
H -0.50 -0.38 -5.76 0.08
H 0.17 0.74 -4.55 0.08
H -1.09 -0.41 -4.08 0.09
H 0.35 -2.13 -6.24 0.07
H 0.58 -3.33 -4.98 0.09
H 1.97 -2.50 -5.71 0.07
H 1.88 -1.17 -0.73 0.06
H 3.56 -1.67 -1.13 0.09
H 2.34 -2.87 -0.61 0.08
H 2.63 -3.53 -4.10 0.05
H 2.92 -4.05 -2.46 0.08
H 3.99 -2.85 -3.20 0.09
F 2.43 -7.39 0.00 -0.06
C 1.67 -6.22 0.08 -0.34
C 1.15 -5.65 -1.07 -0.10
C 0.41 -4.48 -1.01 -0.10
C 0.15 -3.78 0.23 -0.39
C -0.50 -2.56 0.28 -0.05
C 0.69 -4.46 1.39 -0.10
C 1.43 -5.63 1.31 -0.10
H 1.33 -6.15 -2.03 0.10
H 0.00 -4.06 -1.93 0.10
H -0.86 -2.06 -0.61 0.03
H -0.65 -2.06 1.24 0.00
H 0.50 -4.02 2.37 0.08
H 1.83 -6.10 2.20 0.09
O -8.33 -0.25 1.25 -0.05
C -7.73 -1.29 2.01 -0.27
N -6.38 -1.00 2.42 0.07
C -5.35 -1.22 1.51 -0.43
O -5.54 -1.79 0.46 0.10
C -4.02 -0.70 1.95 -0.12
C -3.60 -0.79 3.27 -0.04
C -2.35 -0.30 3.60 -0.06
C -1.59 0.28 2.60 -0.14
N -1.99 0.40 1.34 0.12
C -3.17 -0.11 1.01 -0.04
H -7.87 -0.22 0.40 0.09
H -7.70 -2.21 1.45 0.12
H -8.35 -1.41 2.90 0.12
H -6.25 -0.22 3.04 0.13
H -4.23 -1.26 4.01 0.11
H -1.97 -0.38 4.62 0.09
H -0.60 0.67 2.82 0.08
H -3.45 -0.04 -0.03 0.11
```

Properties
* HOMO energy: 0.146 eV
* energy above the lowest of the compared OMol25 structures with the same formula, charge and spin: 243.7 kJ/mol
* charge: -2
* gap between HOMO and LUMO: 2.91 eV